# C51H93BrClN7O7

7 unconnected molecules or ions with the total composition C51H93BrClN7O7 (ωB97M-V/def2-TZVPD, OMol25).

Properties
frontier orbital gap: 9.768 eV
calculated total energy: -161721.45577 eV
HOMO: -9.250 eV

CARTESIAN COORDINATES (ANGSTROEM)
1 C 0.982 -8.176 0.557
2 C 0.788 -7.106 -0.507
3 N -0.207 -6.114 -0.097
4 C -0.564 -5.178 -1.152
5 O -1.749 -5.564 -1.825
6 C -1.622 -5.505 -3.246
7 C -1.202 -6.866 -3.826
8 C 0.164 -6.871 -4.524
9 O 0.454 -5.608 -5.086
10 C 1.836 -5.385 -5.320
11 C 2.358 -4.223 -4.473
12 C -2.947 -5.038 -3.847
13 O -4.029 -5.734 -3.279
14 C -5.259 -5.048 -3.373
15 C -0.667 -3.769 -0.538
16 C 0.761 -3.226 -0.279
17 C 1.028 -2.884 1.195
18 C 1.560 -4.072 2.004
19 Cl 3.307 -3.912 2.386
20 O -1.388 -2.952 -1.453
21 C -2.447 -2.142 -0.949
22 C -3.020 -1.465 -2.201
23 C -2.007 -0.650 -3.025
24 C -1.964 -1.110 0.110
25 C -2.713 0.240 0.037
26 C -2.517 1.205 1.225
27 C -1.616 2.391 0.849
28 C -0.194 1.913 0.568
29 C 0.755 3.054 0.182
30 O 2.057 2.908 0.781
31 C 2.676 1.734 0.475
32 C 3.226 1.545 -0.910
33 O 2.817 0.890 1.320
34 C -3.540 -3.076 -0.367
35 C -4.692 -2.359 0.287
36 O -4.710 -1.979 1.406
37 Br -6.288 -2.083 -0.820
38 H 1.637 -7.848 1.363
39 H 1.466 -9.043 0.101
40 H 0.033 -8.530 0.959
41 H 0.526 -7.589 -1.458
42 H 1.735 -6.584 -0.665
43 H -1.059 -6.611 0.148
44 H 0.267 -5.156 -1.866
45 H -0.911 -4.723 -3.510
46 H -1.161 -7.604 -3.024
47 H -1.967 -7.227 -4.513
48 H 0.948 -7.168 -3.817
49 H 0.157 -7.637 -5.311
50 H 1.996 -5.179 -6.381
51 H 2.413 -6.285 -5.088
52 H 3.000 -3.556 -5.048
53 H 1.518 -3.626 -4.113
54 H 2.916 -4.565 -3.600
55 H -3.035 -3.956 -3.705
56 H -2.892 -5.229 -4.928
57 H -5.261 -4.313 -4.184
58 H -5.492 -4.526 -2.439
59 H -6.056 -5.765 -3.571
60 H -1.164 -3.850 0.431
61 H 1.516 -3.940 -0.610
62 H 0.828 -2.306 -0.862
63 H 1.757 -2.074 1.236
64 H 0.129 -2.529 1.679
65 H 1.061 -4.121 2.971
66 H 1.379 -5.022 1.507
67 H -3.374 -2.281 -2.838
68 H -3.902 -0.885 -1.951
69 H -1.533 -1.284 -3.773
70 H -2.522 0.185 -3.493
71 H -1.208 -0.279 -2.381
72 H -0.902 -0.918 -0.039
73 H -2.101 -1.532 1.104
74 H -2.323 0.764 -0.840
75 H -3.778 0.113 -0.148
76 H -3.506 1.603 1.464
77 H -2.112 0.700 2.093
78 H -2.023 2.807 -0.080
79 H -1.625 3.156 1.627
80 H 0.228 1.435 1.452
81 H -0.208 1.195 -0.256
82 H 0.371 3.998 0.566
83 H 0.845 3.164 -0.903
84 H 4.140 0.961 -0.833
85 H 3.459 2.490 -1.401
86 H 2.524 0.993 -1.537
87 H -3.138 -3.721 0.413
88 H -3.918 -3.712 -1.167
89 C -5.434 5.537 3.523
90 C -4.007 5.042 3.332
91 C -3.015 6.182 3.071
92 C -3.353 6.917 1.851
93 N -3.616 7.478 0.884
94 H -5.801 6.036 2.624
95 H -6.106 4.703 3.732
96 H -5.486 6.239 4.352
97 H -3.968 4.331 2.503
98 H -3.687 4.503 4.226
99 H -2.002 5.793 2.959
100 H -3.020 6.884 3.905
101 C 7.875 3.161 2.450
102 C 6.676 3.793 3.144
103 C 5.387 3.647 2.325
104 C 5.525 4.297 1.019
105 N 5.665 4.812 0.003
106 H 8.077 3.651 1.496
107 H 8.768 3.261 3.067
108 H 7.720 2.098 2.261
109 H 6.870 4.851 3.326
110 H 6.522 3.324 4.117
111 H 4.538 4.093 2.844
112 H 5.156 2.592 2.162
113 C 9.948 1.098 -2.746
114 C 9.490 2.384 -2.069
115 C 10.216 2.650 -0.745
116 C 9.981 1.577 0.224
117 N 9.784 0.734 0.978
118 H 9.735 0.227 -2.126
119 H 9.433 0.962 -3.697
120 H 11.021 1.118 -2.946
121 H 8.415 2.343 -1.885
122 H 9.667 3.233 -2.731
123 H 9.872 3.586 -0.303
124 H 11.293 2.733 -0.906
125 C -7.176 10.792 5.411
126 C -7.727 9.581 6.153
127 C -6.672 8.882 7.019
128 C -5.557 8.391 6.208
129 N -4.706 8.007 5.540
130 H -6.386 10.505 4.715
131 H -7.962 11.278 4.833
132 H -6.766 11.527 6.106
133 H -8.136 8.865 5.437
134 H -8.550 9.888 6.801
135 H -7.106 8.032 7.546
136 H -6.273 9.570 7.766
137 C -0.436 0.370 6.497
138 C 0.241 -0.984 6.320
139 C 1.053 -1.076 5.022
140 C 0.207 -0.883 3.845
141 N -0.440 -0.732 2.908
142 H -1.155 0.561 5.698
143 H -0.975 0.409 7.443
144 H 0.298 1.179 6.494
145 H -0.511 -1.775 6.331
146 H 0.915 -1.172 7.157
147 H 1.540 -2.048 4.932
148 H 1.835 -0.314 5.000
149 C -0.705 1.402 -5.534
150 C -1.256 0.751 -6.797
151 C -0.621 -0.611 -7.099
152 C 0.821 -0.473 -7.310
153 N 1.952 -0.365 -7.476
154 H 0.365 1.598 -5.619
155 H -1.201 2.358 -5.357
156 H -0.885 0.776 -4.656
157 H -1.094 1.409 -7.653
158 H -2.335 0.618 -6.696
159 H -1.054 -1.048 -7.999
160 H -0.785 -1.311 -6.277